108
Properties=species:S:1:pos:R:3:forces:R:3:lowdin_charge:R:1 method="wB97M-V/def2-TZVPD" mol_weight_da=579.861 e_tot_ha=-1911.300558 de_lowest_kcal_mol=91.68 homo_ev=-7.500 homo_lumo_gap_ev=7.784
O 0.4219 0.4000 -0.8760 -0.078 -0.351 -0.586 -0.06
H 1.2715 0.7094 -0.5619 0.251 0.417 0.135 0.01
H -0.1658 0.5130 -0.1290 0.079 0.048 0.712 0.00
O -1.5733 0.4966 -2.6734 -0.798 -0.051 -0.412 -0.06
H -1.1273 1.0712 -3.2956 0.008 0.123 -0.188 0.01
H -1.0742 0.5883 -1.8617 0.492 -0.089 0.031 -0.04
O 0.1276 0.9938 1.8272 -0.122 -0.169 -0.149 -0.03
H 0.5780 1.8118 2.0375 0.143 0.489 0.188 0.02
H -0.0054 0.5685 2.6743 -0.073 -0.179 0.207 0.06
O 2.8111 2.0497 -0.2657 -0.564 0.202 0.271 -0.04
H 3.0825 2.7325 -0.8791 -0.010 0.240 -0.191 0.07
H 3.3554 1.2951 -0.4904 0.780 -0.697 -0.244 0.01
O 1.2951 2.0563 -3.8337 0.172 0.170 -0.253 -0.04
H 0.7316 2.5242 -3.2174 -0.123 0.149 0.265 0.03
H 1.1257 1.1306 -3.6584 -0.025 -0.360 0.145 0.02
O 2.3814 2.9662 2.3646 -0.440 0.002 0.665 -0.06
H 3.0122 3.6670 2.1999 0.093 0.142 -0.019 0.04
H 2.3678 2.4597 1.5525 0.421 -0.133 -0.657 -0.03
C -1.7723 3.4883 0.0596 -0.748 1.138 1.089 -0.03
C -3.3321 3.7562 0.0890 0.280 -2.704 -1.224 -0.44
C -3.8812 2.2991 -0.0291 -0.986 -0.672 1.656 -0.16
C -5.3680 2.1577 0.3031 0.106 0.410 0.818 -0.18
C -5.6712 2.7270 1.6890 -0.301 0.720 -0.370 -0.13
C -5.1677 4.1930 1.8872 -0.180 1.459 -0.024 -0.48
N -3.8190 4.3480 1.3851 2.291 -2.585 -1.312 -0.12
O -3.2037 5.5917 1.5702 -0.504 0.530 0.036 -0.01
C -6.0944 5.2334 1.1664 -1.709 -1.219 1.011 -0.03
C -5.2028 4.5656 3.3881 1.039 1.125 0.131 -0.05
C -3.7184 4.4609 -1.2407 -0.122 0.709 1.781 -0.02
H -1.2024 4.3963 -0.1376 0.001 0.099 -0.307 0.08
H -1.5114 2.7077 -0.6550 -0.174 0.169 -0.091 0.06
H -1.4555 3.1697 1.0527 -0.043 -0.282 0.060 0.07
H -3.6360 1.6589 -0.8765 0.154 1.030 -0.858 0.11
H -3.4514 1.6558 0.7388 0.586 0.317 0.627 0.11
H -5.5575 1.1005 0.4892 -0.440 -0.161 -1.049 0.11
H -6.0370 2.6542 -0.3998 -0.008 -0.480 -0.376 0.10
H -5.4100 1.9641 2.4224 1.099 0.573 0.437 0.12
H -6.7484 2.7077 1.8543 -0.304 0.497 -0.281 0.11
H -6.3548 5.0056 0.1328 0.286 -0.064 -0.003 0.07
H -6.9907 5.0535 1.7601 -0.778 0.175 -0.381 0.07
H -5.9786 6.3096 1.2948 1.065 -0.194 0.009 0.08
H -4.3720 4.1585 3.9644 -0.382 -1.119 0.020 0.08
H -4.9123 5.6046 3.5439 -0.257 0.503 -0.639 0.07
H -6.1729 4.5275 3.8837 0.023 -0.719 -0.178 0.08
H -3.2149 4.0616 -2.1211 0.059 -0.070 0.248 0.09
H -3.4139 5.4843 -1.0213 -0.195 0.373 -0.753 0.08
H -4.8011 4.3998 -1.3510 0.066 0.191 -0.301 0.06
H -2.4239 5.3480 2.0744 0.125 0.208 0.181 0.10
C -2.7081 -3.4798 2.5257 -0.886 -1.558 -0.782 -0.05
C -2.2071 -3.1058 1.1338 0.751 1.372 -0.269 -0.41
C -1.1161 -2.0047 1.4754 0.811 0.664 0.746 -0.12
C 0.2932 -2.5520 1.7822 -1.531 0.177 -0.143 -0.17
C 0.6769 -3.5038 0.7015 1.001 0.609 0.171 -0.19
C -0.1796 -4.6983 0.5014 -0.592 -1.498 -0.202 -0.48
N -1.5855 -4.2612 0.3734 2.237 4.435 -0.156 -0.14
O -2.4914 -5.1812 0.0985 -2.778 -3.171 0.807 -0.01
C 0.2987 -5.3393 -0.8759 -0.115 1.270 0.221 0.00
C 0.0420 -5.6868 1.6501 0.059 -0.626 0.219 -0.03
C -3.4348 -2.4856 0.3426 1.333 -0.412 -0.544 -0.02
H -3.5948 -4.0722 2.3002 -0.126 -0.419 0.587 0.08
H -3.0435 -2.6410 3.1357 0.323 0.005 -0.104 0.09
H -1.9710 -4.1264 3.0018 -0.120 0.226 0.416 0.08
H -0.9377 -1.0976 0.8979 -0.707 -0.509 -1.070 0.08
H -1.4141 -1.5742 2.4315 -0.494 0.138 -0.029 0.09
H 0.2402 -2.9683 2.7882 0.331 -0.642 -0.066 0.11
H 1.1000 -1.8207 1.8299 -0.429 0.611 -0.025 0.10
H 1.7002 -3.7020 1.0202 0.278 -1.058 -0.855 0.12
H 0.6749 -3.0637 -0.2957 0.275 0.890 0.360 0.11
H 0.7506 -4.5871 -1.5224 0.701 0.609 0.566 0.06
H 1.0843 -6.0721 -0.6916 -0.565 -0.476 -0.361 0.08
H -0.4674 -5.5110 -1.6320 -0.519 -1.416 0.634 0.07
H 1.0288 -6.1482 1.6128 0.147 -0.006 -0.310 0.08
H 0.0224 -5.2240 2.6368 -0.329 0.244 -0.064 0.07
H -0.6775 -6.5055 1.6402 -0.148 0.060 -0.032 0.08
H -3.1021 -2.1419 -0.6368 0.256 0.156 -0.033 0.08
H -3.8760 -1.6214 0.8394 0.134 -0.129 0.338 0.07
H -4.2156 -3.2071 0.1019 0.062 -0.206 0.496 0.07
H -2.3825 -5.6227 -0.7470 0.493 0.598 -0.454 0.10
C 4.0265 -0.8287 1.1049 1.264 -0.981 -0.291 0.00
C 4.5670 -1.3448 -0.2522 -1.620 -0.224 -1.354 -0.46
C 3.4536 -2.2321 -1.0229 0.269 -0.669 0.000 -0.11
C 3.6653 -2.5077 -2.5369 2.093 1.934 0.908 -0.13
C 3.9225 -1.0677 -3.1584 -1.135 -1.513 0.095 -0.12
C 4.9633 -0.1676 -2.5296 1.031 0.668 -0.441 -0.48
N 4.8918 -0.1778 -1.0557 -4.167 -0.603 -1.946 -0.19
O 5.7033 0.6813 -0.4400 2.010 1.382 0.612 0.01
C 6.3215 -0.6299 -3.0686 0.200 -0.464 -0.209 -0.04
C 4.8067 1.3348 -3.0849 -0.048 -1.156 1.689 0.00
C 5.7746 -2.2611 -0.0902 0.264 -0.335 0.887 -0.03
H 4.9616 -0.5186 1.5712 -0.354 0.156 0.710 0.08
H 3.6112 -1.6926 1.6237 -0.051 0.143 0.293 0.08
H 3.3365 0.0147 1.1323 -0.081 -0.264 -0.443 0.07
H 3.4826 -3.1747 -0.4762 -0.073 -0.145 0.022 0.09
H 2.4090 -1.9294 -0.9506 0.182 0.873 0.487 0.09
H 2.9073 -3.0991 -3.0506 -0.450 0.522 0.258 0.11
H 4.5694 -3.0986 -2.6836 0.260 -0.072 0.075 0.09
H 2.9679 -0.5469 -3.0834 -0.168 0.071 -0.473 0.11
H 4.2527 -1.2489 -4.1813 -0.456 0.488 -0.265 0.12
H 7.2151 -0.2798 -2.5518 -0.022 0.316 0.122 0.08
H 6.3839 -1.7181 -3.0717 0.057 -0.057 -0.093 0.07
H 6.3619 -0.2763 -4.0988 0.352 -0.167 -0.016 0.09
H 5.6210 1.8658 -2.5918 -0.133 0.389 -0.129 0.08
H 4.8911 1.4949 -4.1598 -0.056 -0.569 0.052 0.09
H 3.8475 1.7170 -2.7358 0.003 0.166 -0.175 0.05
H 5.4869 -3.1357 0.4933 -0.340 -0.647 -0.802 0.09
H 6.5919 -1.9909 0.5785 0.099 1.242 -0.183 0.08
H 6.1996 -2.4371 -1.0783 -0.077 -0.655 0.239 0.07
H 6.5588 0.4381 -0.8014 1.039 0.326 0.432 0.09